(1)
# C12H23P

C12H23P as an isolated structure in a non-equilibrium geometry (wB97M-V/def2-TZVPD, the OMol25 dataset).

Geometry as XYZ:
```
36
Properties=species:S:1:pos:R:3:nbo_charge:R:1
C -0.51 0.41 1.80 -0.612
C 1.16 -2.58 -0.89 -0.409
C 1.96 -2.16 0.30 -0.414
C 0.85 2.51 -1.17 -0.451
C 2.06 2.19 -0.28 -0.456
C 0.50 -1.83 0.25 -0.574
C 1.41 1.18 -1.22 -0.421
C -1.44 1.56 2.07 -0.618
C 0.35 0.03 3.02 -0.612
C -2.46 -0.81 -0.44 -0.614
C -0.87 -0.65 -2.55 -0.619
C -1.35 0.00 -1.17 -0.471
P 0.03 -0.03 0.21 1.373
H 1.21 -2.02 -1.81 0.222
H 0.87 -3.63 -1.03 0.228
H 2.27 -2.90 1.05 0.220
H 2.63 -1.31 0.34 0.230
H -0.02 2.62 -0.61 0.194
H 0.85 3.16 -1.99 0.213
H 2.88 2.80 -0.54 0.212
H 1.80 1.96 0.81 0.212
H -0.22 -2.43 0.84 0.248
H 1.98 0.72 -1.99 0.214
H -2.49 1.26 1.75 0.195
H -1.39 1.81 3.05 0.209
H -1.13 2.43 1.48 0.207
H 1.06 -0.73 2.75 0.206
H -0.23 -0.29 3.87 0.206
H 0.94 0.90 3.37 0.189
H -2.04 -1.73 -0.01 0.205
H -2.91 -0.20 0.30 0.214
H -3.20 -1.10 -1.17 0.205
H -0.90 -1.78 -2.52 0.206
H 0.21 -0.56 -2.91 0.219
H -1.45 -0.34 -3.35 0.212
H -1.73 1.05 -1.38 0.233
```

Calculated values
relative energy (zero: lowest compared OMol25 entry of this formula, charge and spin)	285.64	kJ/mol
energy	-812.161055	Eh
gap between HOMO and LUMO	7.528	eV


(2)
# C12H24AsF6O6W

C12H24AsF6O6W as an isolated structure in a non-equilibrium geometry (wB97M-V/def2-TZVPD, the OMol25 dataset).

Geometry as XYZ:
```
50
Properties=species:S:1:pos:R:3:lowdin_spin:R:1
W -0.14 0.05 0.13 1.630
C -1.39 0.12 -2.57 0.009
C -1.73 1.48 -2.07 0.006
O -1.67 1.42 -0.58 0.045
C -1.64 2.80 -0.05 0.004
C -0.19 3.16 0.08 0.007
O 0.40 1.96 0.70 0.022
C 1.08 2.05 2.02 0.002
C 0.22 1.28 2.99 0.008
O -0.41 0.18 2.23 0.048
C -1.82 -0.08 2.57 0.006
C -2.08 -1.44 2.05 0.005
O -1.78 -1.38 0.58 0.040
C -1.71 -2.75 0.06 0.020
C -0.27 -3.26 0.09 0.022
O 0.46 -2.12 -0.49 0.258
C 1.27 -2.19 -1.58 0.310
C 0.69 -1.24 -2.65 0.082
O -0.03 -0.16 -2.00 0.055
H -1.37 0.09 -3.66 0.001
H -2.07 -0.65 -2.19 0.001
H -2.72 1.79 -2.38 0.000
H -0.99 2.21 -2.39 0.000
H -2.17 2.79 0.90 0.000
H -2.17 3.46 -0.73 0.000
H -0.02 4.03 0.71 0.000
H 0.32 3.31 -0.87 0.000
H 1.20 3.09 2.30 0.000
H 2.07 1.62 1.88 0.000
H -0.58 1.87 3.43 0.001
H 0.82 0.84 3.79 0.001
H -2.43 0.69 2.09 0.000
H -1.97 -0.04 3.65 0.000
H -3.11 -1.75 2.19 0.000
H -1.39 -2.16 2.48 0.000
H -2.11 -2.75 -0.96 0.000
H -2.32 -3.41 0.68 0.002
H -0.10 -4.17 -0.49 0.000
H 0.09 -3.40 1.12 0.004
H 1.46 -3.22 -1.89 0.014
H 2.38 -1.75 -1.20 0.114
H -0.01 -1.85 -3.24 0.024
H 1.45 -0.83 -3.31 0.002
F 1.67 -0.15 0.28 0.096
As 4.18 0.13 -0.59 0.003
F 4.27 -0.43 0.98 0.003
F 3.97 1.71 -0.03 0.000
F 5.68 0.11 -1.25 0.005
F 3.09 0.51 -1.86 -0.001
F 3.61 -1.56 -0.98 0.152
```

Calculated values
relative energy (zero: lowest compared OMol25 entry of this formula, charge and spin)	139.31	kJ/mol
charge	+4
energy	-3823.381078	Eh
2S+1	4
<S²>	3.76
gap between HOMO and LUMO (alpha / beta)	8.914 / 7.270	eV


(3)
# C12H24BNNbO9S2

C12H24BNNbO9S2 as an isolated structure in a non-equilibrium geometry (wB97M-V/def2-TZVPD, the OMol25 dataset).

Geometry as XYZ:
```
50
Properties=species:S:1:pos:R:3:nbo_charge:R:1
C 3.22 -1.13 0.53 -0.685
C 3.74 -0.54 -0.91 -0.037
C 5.35 -0.60 -1.25 -0.238
C 5.86 0.02 -2.70 -0.285
C 4.76 0.65 -3.75 -0.248
C 3.12 0.71 -3.42 -0.256
C 2.62 0.10 -1.94 0.029
C 1.02 0.22 -1.62 -1.062
Nb -0.18 -1.69 -1.96 1.813
B -1.98 -0.58 -0.98 0.493
N -3.14 0.02 -1.79 -1.134
O -2.04 -0.40 0.51 -0.977
H 3.23 -0.31 1.40 0.230
H 2.12 -1.56 0.49 0.253
H 3.97 -2.01 0.84 0.214
H 6.07 -1.06 -0.45 0.222
H 7.02 0.02 -2.94 0.216
H 5.21 1.10 -4.77 0.214
H 2.37 1.21 -4.19 0.233
H 0.89 0.51 -0.48 0.257
H 0.53 1.06 -2.31 0.255
H -0.82 -1.12 -3.57 -0.420
H 1.17 -2.56 -2.77 -0.472
H 0.24 -2.38 -0.30 -0.459
H -1.21 -3.20 -2.20 -0.365
H -3.35 0.93 -1.28 0.352
H -2.67 0.35 -2.68 0.384
H -1.98 0.62 0.60 0.469
C -5.72 4.92 0.77 -0.100
C -6.17 3.47 0.73 -0.104
O -5.68 2.96 -0.51 -0.666
S -4.28 3.72 -0.88 2.497
O -3.19 2.87 -0.46 -0.885
O -4.39 4.26 -2.21 -0.869
O -4.41 4.94 0.19 -0.674
H -6.37 5.56 0.16 0.188
H -5.69 5.32 1.79 0.210
H -7.25 3.36 0.78 0.211
H -5.70 2.89 1.53 0.197
C 1.53 -3.91 3.25 -0.102
C 0.19 -3.21 3.48 -0.111
O 0.39 -2.40 4.63 -0.678
S 1.94 -1.89 4.66 2.494
O 1.99 -0.56 4.09 -0.878
O 2.50 -2.22 5.95 -0.893
O 2.53 -2.94 3.55 -0.674
H 1.66 -4.75 3.93 0.178
H 1.65 -4.26 2.22 0.229
H -0.62 -3.92 3.64 0.208
H -0.06 -2.56 2.63 0.227
```

Calculated values
charge	-1
energy	-2081.214970	Eh
gap between HOMO and LUMO	6.216	eV


(4)
# C12H24BrN2O2P2

A 2-piece molecular cluster, C12H24BrN2O2P2 overall in a non-equilibrium geometry (wB97M-V/def2-TZVPD, the OMol25 dataset).

Geometry as XYZ:
```
43
Properties=species:S:1:pos:R:3:nbo_charge:R:1
C 4.39 2.11 0.53 -0.660
C 3.13 2.27 -0.50 -0.732
P 1.84 0.83 -0.40 0.937
C 2.67 -0.82 0.12 -0.976
N 0.66 1.39 0.87 -0.991
C -0.55 0.50 0.94 -0.305
C -1.85 1.40 1.43 -0.487
C -3.28 0.92 0.74 -0.082
O -3.65 1.71 -0.45 -0.535
C -2.65 1.58 -1.53 -0.276
P 1.47 1.73 2.41 1.180
O 1.00 3.38 2.86 -0.945
Br 0.74 0.45 4.13 -0.150
H 5.44 2.38 0.02 0.249
H 4.27 2.92 1.40 0.233
H 4.48 1.08 1.07 0.223
H 2.53 3.24 -0.15 0.229
H 3.46 2.51 -1.62 0.290
H 3.62 -0.96 -0.59 0.290
H 3.09 -0.67 1.22 0.246
H 1.96 -1.75 0.02 0.296
H 0.32 2.33 0.49 0.465
H -0.73 0.09 -0.17 0.282
H -0.41 -0.48 1.60 0.273
H -1.93 1.33 2.61 0.251
H -1.75 2.55 1.18 0.217
H -4.11 1.18 1.56 0.225
H -3.34 -0.25 0.58 0.201
H -1.61 2.11 -1.28 0.141
H -3.04 2.08 -2.51 0.231
H -2.37 0.45 -1.78 0.180
H 0.60 3.85 2.07 0.489
N -0.82 -2.45 -0.74 -0.477
C -1.04 -3.63 -0.11 0.028
C -1.46 -4.78 -0.74 -0.251
C -1.67 -4.73 -2.12 -0.151
C -1.46 -3.54 -2.80 -0.242
C -1.03 -2.44 -2.07 0.021
H -0.86 -3.61 0.97 0.193
H -1.62 -5.69 -0.18 0.234
H -2.01 -5.62 -2.65 0.231
H -1.62 -3.47 -3.87 0.232
H -0.85 -1.48 -2.56 0.191
```

Calculated values
charge	+1
energy	-3987.967406	Eh
gap between HOMO and LUMO	8.935	eV


(5)
# C12H24Cl2GaN2S

C12H24Cl2GaN2S as an isolated structure in a non-equilibrium geometry (wB97M-V/def2-TZVPD, the OMol25 dataset).

Geometry as XYZ:
```
42
Properties=species:S:1:pos:R:3:nbo_charge:R:1
Ga 3.05 0.21 -1.84 1.122
Cl 1.83 -1.58 -2.01 -0.569
Cl 2.37 1.83 -0.55 -0.590
C 4.86 -0.13 -1.63 -1.344
H 5.57 0.63 -1.28 0.192
H 5.26 -1.13 -1.87 0.194
C -0.69 0.88 -1.96 -0.185
C 0.16 1.04 -2.92 -0.192
H -0.50 1.31 -0.97 0.217
C 0.07 0.36 -4.27 -0.449
H 0.99 1.75 -2.84 0.215
C -1.32 -0.28 -4.51 -0.388
H 0.27 1.08 -5.07 0.196
H 0.84 -0.42 -4.35 0.228
C -1.91 -0.91 -3.25 -0.394
H -2.00 0.51 -4.85 0.180
H -1.25 -1.01 -5.31 0.195
C -1.97 0.11 -2.10 -0.443
H -2.91 -1.30 -3.47 0.188
H -1.29 -1.76 -2.93 0.213
H -2.81 0.80 -2.31 0.188
H -2.20 -0.38 -1.14 0.227
C 1.64 -1.39 2.06 -0.414
N 0.74 -0.51 2.80 -0.441
C 1.37 0.71 3.30 -0.419
C -0.58 -0.47 2.43 0.315
S -1.18 -1.37 1.14 -0.237
N -1.37 0.34 3.23 -0.474
C -1.33 0.08 4.68 -0.409
C -2.73 0.62 2.76 -0.406
H 2.56 -1.49 2.65 0.191
H 1.88 -1.00 1.06 0.236
H 1.16 -2.36 1.95 0.226
H 0.62 1.31 3.83 0.210
H 2.17 0.42 3.99 0.193
H 1.81 1.31 2.48 0.227
H -1.74 0.96 5.18 0.195
H -1.94 -0.79 4.95 0.184
H -0.30 -0.08 5.00 0.217
H -2.69 0.99 1.74 0.230
H -3.36 -0.28 2.79 0.193
H -3.15 1.38 3.42 0.186
```

Calculated values
relative energy (zero: lowest compared OMol25 entry of this formula, charge and spin)	0.00	kJ/mol
charge	-1
energy	-3824.557634	Eh
gap between HOMO and LUMO	5.390	eV


(6)
# C12H24Cl2N2OV

C12H24Cl2N2OV as an isolated structure in a non-equilibrium geometry (wB97M-V/def2-TZVPD, the OMol25 dataset).

Geometry as XYZ:
```
42
Properties=species:S:1:pos:R:3:lowdin_spin:R:1
V 1.67 -0.25 -1.76 1.146
Cl 0.56 -2.01 -0.99 -0.007
Cl 1.95 1.22 -0.04 0.031
C 3.17 -0.42 -2.54 -0.242
H 3.74 0.54 -2.76 -0.007
H 3.26 -1.07 -3.45 -0.014
C 0.17 1.24 -2.42 0.040
C 0.95 0.64 -3.38 0.023
H 0.61 2.00 -1.77 0.005
C 0.60 -0.61 -4.16 0.010
H 1.72 1.25 -3.89 0.002
C -0.81 -0.35 -4.70 0.003
H 1.33 -0.76 -4.96 0.001
H 0.67 -1.57 -3.63 0.001
C -1.69 -0.10 -3.49 0.000
H -0.73 0.48 -5.41 0.000
H -1.22 -1.20 -5.25 0.001
C -1.29 0.97 -2.45 0.005
H -2.73 0.07 -3.79 0.000
H -1.70 -1.03 -2.92 0.000
H -1.77 1.96 -2.57 0.002
H -1.65 0.69 -1.44 0.001
C -0.10 2.31 2.52 0.000
N -0.17 1.11 3.32 0.000
C 0.12 1.24 4.73 0.000
C -0.61 0.00 2.64 0.000
O -1.09 0.14 1.49 0.000
N -0.47 -1.26 3.18 0.000
C -0.44 -1.62 4.58 0.000
C -0.74 -2.32 2.25 0.000
H 0.08 3.17 3.18 0.000
H -1.02 2.43 1.95 0.000
H 0.72 2.23 1.80 0.000
H -0.69 0.81 5.34 0.000
H 1.07 0.76 5.01 0.000
H 0.20 2.30 4.96 0.000
H -1.34 -1.28 5.12 0.000
H -0.41 -2.71 4.62 0.000
H 0.46 -1.23 5.09 0.000
H -1.71 -2.17 1.77 0.000
H 0.01 -2.31 1.46 0.000
H -0.71 -3.28 2.76 0.000
```

Calculated values
relative energy (zero: lowest compared OMol25 entry of this formula, charge and spin)	195.97	kJ/mol
energy	-2520.678831	Eh
2S+1	2
<S²>	0.86
gap between HOMO and LUMO (alpha / beta)	7.250 / 7.263	eV


(7)
# C12H24Cl3CrO4

C12H24Cl3CrO4 as an isolated structure in a non-equilibrium geometry (wB97M-V/def2-TZVPD, the OMol25 dataset).

Geometry as XYZ:
```
44
Properties=species:S:1:pos:R:3:lowdin_spin:R:1
Cr 2.28 3.98 29.89 2.972
Cl 0.85 3.36 31.65 0.007
Cl 3.03 1.85 29.28 -0.044
Cl 3.64 5.17 28.45 0.007
C -1.01 2.25 28.22 0.002
C 0.20 2.95 27.70 0.007
O 0.90 3.59 28.44 0.010
C 0.51 2.85 26.25 0.002
H -1.92 2.66 27.76 0.000
H -1.07 2.38 29.30 0.000
H -1.00 1.19 27.98 0.000
H 1.52 3.20 26.05 0.000
H -0.21 3.48 25.72 0.000
H 0.35 1.83 25.92 0.000
C -0.30 7.80 28.92 0.000
C -0.23 6.40 29.48 0.002
O 0.83 5.87 29.71 0.007
C -1.52 5.74 29.89 0.001
H 0.59 8.01 28.34 0.000
H -0.32 8.47 29.78 0.000
H -1.17 7.93 28.29 0.000
H -2.24 5.67 29.07 0.000
H -1.98 6.35 30.67 0.000
H -1.30 4.75 30.29 0.000
C 1.50 7.87 32.93 0.000
C 2.71 7.07 32.53 0.000
O 2.72 6.41 31.54 0.004
C 3.94 7.22 33.39 0.000
H 1.42 7.91 34.02 0.000
H 0.61 7.42 32.51 0.000
H 1.64 8.90 32.60 0.000
H 3.96 8.21 33.86 0.000
H 4.81 7.07 32.76 0.000
H 3.92 6.50 34.21 0.000
C 4.79 3.26 33.30 0.001
C 4.82 3.49 31.82 0.007
O 3.83 3.89 31.27 0.006
C 6.05 3.17 31.04 0.003
H 5.39 2.38 33.55 0.000
H 3.75 3.11 33.61 0.000
H 5.23 4.07 33.88 0.000
H 6.92 3.69 31.46 0.001
H 5.92 3.43 30.00 0.000
H 6.29 2.11 31.11 0.001
```

Calculated values
relative energy (zero: lowest compared OMol25 entry of this formula, charge and spin)	13.80	kJ/mol
energy	-3197.764951	Eh
2S+1	4
<S²>	3.80
gap between HOMO and LUMO (alpha / beta)	8.408 / 9.103	eV


(8)
# C12H24ClO8PS

A 3-piece molecular cluster, C12H24ClO8PS overall (wB97M-V/def2-TZVPD, the OMol25 dataset).

Geometry as XYZ:
```
47
Properties=species:S:1:pos:R:3:nbo_charge:R:1
O 0.68 3.53 -0.12 -0.924
S -0.37 2.80 -0.76 2.418
O -1.54 3.48 -1.24 -0.956
O -0.85 1.71 0.28 -0.722
C -1.83 0.74 -0.19 -0.080
C -1.31 -0.05 -1.38 -0.443
C -0.85 0.85 -2.52 -0.418
C 0.26 1.82 -2.09 -0.853
P 2.00 1.07 -1.88 1.164
O 1.78 -0.35 -2.63 -1.049
Cl 2.02 0.50 0.10 -0.320
H -2.01 0.11 0.67 0.232
H -2.75 1.27 -0.42 0.196
H -2.12 -0.70 -1.72 0.227
H -0.50 -0.71 -1.05 0.223
H -0.50 0.26 -3.37 0.235
H -1.70 1.45 -2.86 0.228
H 0.42 2.58 -2.86 0.266
H 1.55 -1.13 -2.08 0.530
O 1.40 -2.67 -1.34 -0.617
C 2.07 -3.63 -1.65 0.828
O 2.21 -4.60 -0.76 -0.484
C 2.90 -5.83 -1.04 -0.070
C 4.39 -5.70 -0.86 -0.638
C 2.77 -3.70 -2.99 -0.749
H 2.63 -6.19 -2.04 0.177
H 2.48 -6.53 -0.32 0.205
H 4.83 -4.99 -1.57 0.209
H 4.87 -6.66 -1.01 0.224
H 4.62 -5.35 0.15 0.226
H 3.72 -3.18 -2.88 0.255
H 2.17 -3.15 -3.71 0.255
H 2.95 -4.70 -3.35 0.225
O -3.56 1.10 2.32 -0.596
C -3.07 2.13 2.70 0.808
O -2.44 2.13 3.89 -0.506
C -1.67 3.25 4.35 -0.071
C -2.53 4.30 5.02 -0.637
C -3.17 3.41 1.90 -0.747
H -1.07 3.66 3.53 0.184
H -0.97 2.81 5.06 0.197
H -3.23 4.75 4.32 0.208
H -1.90 5.09 5.42 0.219
H -3.09 3.86 5.84 0.218
H -4.11 3.89 2.18 0.241
H -3.21 3.16 0.85 0.254
H -2.36 4.11 2.07 0.226
```

Calculated values
relative energy (zero: lowest compared OMol25 entry of this formula, charge and spin)	0.00	kJ/mol
SMILES string	O=S1(=O)OCCC[C@@H]1P(O)Cl.CCOC(C)=O.CCOC(C)=O
energy	-2273.355365	Eh
gap between HOMO and LUMO	9.427	eV


- Among the records above, which one has the lowest energy?
  C12H24BrN2O2P2